(1)
Formula: C27H17Co2F4O6
Source: the Open Molecules 2025 dataset
Level of theory: the ωB97M-V functional and the def2-TZVPD basis

- F_max: 4.8 eV/Å
- Net charge: -1
- Relative energy (zero: lowest compared OMol25 entry of this formula, charge and spin): 3.2 kcal per mole
- Lowest unoccupied orbital energy: 1.66 eV

XYZ file:
```
56
Properties=species:S:1:pos:R:3:lowdin_charge:R:1
F -3.3034 3.0639 0.4260 0.010
C -3.1723 1.7411 0.7978 -0.266
C -4.1402 0.8363 0.3571 0.009
C -3.9452 -0.4936 0.7360 -0.274
F -4.9298 -1.4063 0.4195 0.006
C -2.8254 -0.9340 1.4217 0.015
C -1.7761 -0.0146 1.7307 -0.227
C -0.5066 -0.5397 2.1277 -0.089
C 0.7379 -0.1259 1.5835 -0.218
C 1.8429 -1.0393 1.5611 -0.008
C 3.0313 -0.6876 0.9437 -0.282
F 4.0570 -1.6093 0.9460 0.005
C 3.2531 0.5409 0.3204 -0.005
C 2.1731 1.4276 0.3444 -0.275
F 2.3418 2.6595 -0.2529 0.008
C 0.9489 1.1358 0.9326 0.015
C -2.0683 1.3690 1.5510 -0.006
H -5.0069 1.1451 -0.2191 0.110
H -2.7026 -1.9830 1.6867 0.100
H -0.5370 -1.3990 2.7855 0.045
H 1.7355 -2.0313 1.9972 0.081
H 4.2019 0.7831 -0.1491 0.106
H 0.1552 1.8726 0.9075 0.082
H -1.4245 2.1231 1.9952 0.112
O 1.2602 -9.1156 1.7841 0.152
C 1.0764 -8.0847 2.2690 -0.106
Co 0.8931 -6.4990 3.0987 0.078
C 2.4414 -6.6372 3.9444 -0.081
O 3.4589 -6.7064 4.4873 0.152
C 1.3540 -5.3265 1.8643 -0.098
O 1.7525 -4.5542 1.0979 0.172
C -0.5167 -6.7027 4.1901 -0.258
C -0.1994 -5.3267 4.0021 -0.344
C 0.0600 -4.1775 4.8077 -0.228
C 0.3839 -2.9734 4.2397 -0.029
C 1.0277 -1.8877 5.0323 -0.172
C 1.6826 -2.4011 6.3410 -0.198
C 0.7653 -3.3196 7.1384 -0.196
C 0.1323 -4.4390 6.2812 -0.144
Co -1.4252 -6.0445 2.7759 0.085
C -1.3820 -7.1736 1.3925 -0.144
O -1.4428 -7.8388 0.4465 0.156
C -1.3837 -4.8418 1.4746 -0.124
O -1.3969 -4.1579 0.5351 0.161
C -3.0283 -6.4401 3.4028 -0.089
O -4.0266 -6.7532 3.8955 0.136
H -0.8088 -7.2213 5.0853 0.086
H 0.2666 -2.8893 3.1583 0.073
H 1.8185 -1.4150 4.4310 0.111
H 0.2950 -1.0998 5.2999 0.126
H 2.5957 -2.9583 6.0863 0.114
H 1.9880 -1.5616 6.9781 0.106
H 1.3395 -3.7950 7.9446 0.103
H -0.0480 -2.7486 7.6051 0.108
H -0.8702 -4.6751 6.6713 0.123
H 0.7102 -5.3599 6.4561 0.113
```

(2)
Formula: C3H12NO2
Source: the Open Molecules 2025 dataset
Level of theory: the ωB97M-V functional and the def2-TZVPD basis

- F_max: 3.8 eV/Å
- Net charge: +1
- Relative energy (zero: lowest compared OMol25 entry of this formula, charge and spin): 72.7 kcal per mole
- Lowest unoccupied orbital energy: -4.26 eV

XYZ file:
```
18
Properties=species:S:1:pos:R:3:lowdin_charge:R:1
C -2.6529 2.4214 1.1246 -0.074
C -2.0458 1.2087 0.5142 -0.142
C -1.2937 0.2794 1.0960 -0.063
N 0.1389 0.0940 0.6008 0.189
H -3.7129 2.4789 0.7779 0.099
H -2.2576 3.3225 0.6494 0.097
H -2.5717 2.5501 2.2087 0.092
H -2.2586 1.1275 -0.5768 0.141
H -1.4696 -0.3760 1.9344 0.124
H 0.9066 0.1833 1.2621 0.165
H 0.1563 0.7460 -0.1912 0.163
H 0.2990 -0.8630 0.2439 0.119
H 2.2223 -2.4658 -0.5134 0.055
H 2.1584 -2.7667 0.9642 0.066
O 1.8493 -2.1312 0.3116 -0.043
H 3.3954 -2.6549 -3.4806 0.047
H 3.9102 -1.4063 -3.7638 0.048
O 3.2261 -1.7479 -3.1621 -0.080
```

(3)
Formula: C22H27
Source: the Open Molecules 2025 dataset
Level of theory: the ωB97M-V functional and the def2-TZVPD basis

- F_max: 1.3 eV/Å
- Net charge: +1
- Relative energy (zero: lowest compared OMol25 entry of this formula, charge and spin): 15.4 kcal per mole
- Lowest unoccupied orbital energy: -5.71 eV

XYZ file:
```
49
Properties=species:S:1:pos:R:3:lowdin_charge:R:1
C 4.1422 5.1487 10.1306 -0.076
C 3.0755 4.8007 9.0890 -0.370
H 3.4448 3.9936 8.3867 0.113
C 2.7130 6.0348 8.2682 -0.097
C 3.2607 6.3980 7.1021 -0.157
C 2.9332 7.6560 6.3539 -0.101
C 1.8468 4.3083 9.8584 -0.090
C 0.6228 4.2360 9.3215 -0.173
C -0.6080 3.7364 10.0118 -0.101
H 3.7515 5.9381 10.7888 0.094
H 4.3833 4.2736 10.7465 0.079
H 5.0736 5.5015 9.6714 0.080
H 1.9535 6.6979 8.7204 0.133
H 4.0236 5.7687 6.6378 0.081
H 3.5506 7.7147 5.4451 0.059
H 1.8766 7.6979 6.0435 0.081
H 3.1361 8.5622 6.9479 0.085
H 2.0238 4.0413 10.9134 0.121
H 0.4835 4.5679 8.2907 0.100
H -1.4333 3.7562 9.2921 0.069
H -0.4996 2.7061 10.3773 0.074
H -0.9094 4.3596 10.8657 0.083
C 5.1064 6.1247 2.5174 -0.026
C 4.8058 5.0683 3.5382 -0.226
C 5.8074 4.6464 4.4261 -0.014
C 5.5245 3.7146 5.3966 0.002
C 4.2178 3.1589 5.5453 -0.197
C 3.9891 2.3606 6.7014 0.097
C 2.8137 1.6508 7.1039 -0.195
C 2.9886 0.5452 7.9969 0.005
C 1.9106 -0.1811 8.4667 -0.043
C 0.6198 0.1371 8.0271 -0.023
C 0.4154 1.2023 7.1413 -0.045
C 1.4838 1.9957 6.7313 -0.005
C 3.2688 3.4615 4.5204 0.026
C 3.5298 4.4819 3.6128 0.002
H 4.1957 6.4470 1.9964 0.089
H 5.5565 7.0075 2.9963 0.099
H 5.8235 5.7732 1.7576 0.106
H 6.8151 5.0623 4.3361 0.135
H 6.3080 3.3613 6.0681 0.131
H 4.8869 2.1398 7.2970 0.140
H 4.0048 0.2554 8.2692 0.126
H 2.0716 -1.0264 9.1404 0.123
H -0.2255 -0.4594 8.3627 0.122
H -0.5883 1.4013 6.7512 0.124
H 1.3139 2.8879 6.1195 0.112
H 2.3635 2.8597 4.4299 0.117
H 2.7567 4.8089 2.9117 0.130
```